# 1
C18H45F2K3NO16P3S2 as an isolated structure in a non-equilibrium geometry. Source: the OMol25 dataset; level of theory: wB97M-V/def2-TZVPD.

Summary:
* energy relative to the best compared isomer or geometry (same formula, charge and spin): 5.786 eV
* highest occupied orbital energy: -0.44315 hartree
* charge: +2
* spin multiplicity: 1
* lowest unoccupied orbital energy: -0.2444 hartree
* Kohn-Sham gap: 5.408 eV

Structure (XYZ):
```
90
Properties=species:S:1:pos:R:3:forces:R:3:mulliken_charge:R:1
H 3.7397 12.1422 0.0452 0.002 0.195 -0.130 0.301
C 3.0365 -6.5565 1.1677 0.274 -1.251 1.453 -0.326
H 3.9786 -6.9990 1.4913 0.410 0.238 -0.483 0.284
K -2.9525 -3.2298 -9.0257 0.048 0.288 -0.046 0.994
P 3.2894 -8.6724 -0.4935 3.149 2.372 3.187 0.844
O 1.6386 10.9507 -0.7289 -1.074 -1.571 0.170 -0.213
C -4.6955 -0.2512 1.3974 0.383 0.361 -2.748 -0.438
H 2.3834 -7.8723 2.7613 -0.128 0.155 0.183 0.154
C -5.7743 -1.1346 5.8116 2.057 -0.720 -2.055 -0.361
C 1.7931 7.1444 -0.3872 1.035 -3.225 -0.813 -0.460
C 1.0264 6.3046 0.6308 0.274 0.502 -0.388 -0.774
N 1.5092 -1.9131 -6.9089 -0.471 2.262 1.922 -0.367
H 2.8388 6.8373 -0.4048 -0.019 -0.562 -0.223 0.283
S 2.8573 -1.8061 -7.6464 1.846 -1.762 -5.173 1.079
O 2.0080 -0.8302 -4.5799 -0.986 -0.417 -2.068 -0.574
H 0.7362 5.3755 0.1402 -0.248 0.093 -0.022 0.337
O 1.9000 8.4796 -0.1498 0.788 2.390 0.664 -0.244
H -5.5191 -0.3132 0.6861 -0.847 -0.042 0.559 0.375
O 2.7173 -9.2963 -1.6359 -1.466 -0.361 -3.103 -0.704
O -7.5078 0.4397 2.7248 1.313 -1.791 0.142 -0.347
H 1.5981 -10.7639 0.2476 -0.107 -0.020 0.040 0.334
C 3.4104 12.4449 -0.9488 -0.639 0.348 -0.754 -1.213
H 6.6126 -7.4911 -1.5095 -0.119 -0.218 0.541 0.296
C -0.1333 9.7421 1.7148 1.105 -0.095 0.487 -0.313
H 4.4626 -8.1896 -3.5913 -0.284 0.535 0.315 0.262
H -8.4557 2.0699 3.3595 0.016 -0.022 0.066 0.402
H 2.5156 -12.3046 2.3836 0.081 -0.021 -0.081 0.344
H 1.6519 6.0038 1.4713 -0.267 0.439 0.281 0.276
C 5.4379 -8.1927 -3.1047 -0.710 -0.709 0.252 -1.090
K -0.2579 -6.6462 -5.1698 0.368 -0.074 0.329 0.996
H -3.5859 -1.5515 6.2217 -0.252 -0.669 -0.079 0.418
O 3.2792 -9.7077 0.7148 3.396 3.594 -1.826 -0.151
H 1.1291 -6.6256 2.4353 -0.062 -0.246 -0.425 0.296
H 4.2346 12.7490 -1.5940 0.125 0.176 0.258 0.380
C 2.2714 -10.5525 1.0783 -0.852 -0.894 0.900 -0.131
F 0.0607 -0.3519 -5.9247 -0.839 0.224 0.158 -0.248
C 2.1978 -6.8319 2.4944 0.038 0.918 -1.586 -0.964
C -6.8404 2.8080 2.1969 1.114 0.421 -1.424 -1.233
O 0.3724 9.1589 -2.1697 1.220 0.167 1.572 -0.751
O 4.9259 -8.1928 -0.5551 -2.307 -0.833 -0.669 -0.339
H -4.2651 -2.2448 1.5661 -0.152 -0.573 -0.544 0.289
H 0.0338 10.7734 2.0259 -0.718 0.559 -1.003 0.459
H 2.3406 11.6016 -2.6329 -0.406 -0.097 0.183 0.293
H 1.7909 -9.9417 1.8426 -0.849 -0.920 0.402 0.229
H -3.7456 -1.0550 4.5319 -0.926 -0.155 -0.017 0.208
H 6.1411 -7.7883 -3.8327 0.164 0.329 0.354 0.390
H -3.8717 -1.5924 -0.0788 0.342 -0.059 0.195 0.327
C -1.3293 9.1613 2.4831 0.613 0.006 -2.235 -1.077
H -6.8339 1.9473 4.0389 -0.302 -0.623 0.291 0.199
O 2.1602 0.6488 -6.4761 -0.332 -0.620 -1.066 -0.518
O -6.8560 -2.1072 2.9451 0.843 2.668 0.810 -0.726
H 1.3643 6.9411 -1.3685 0.018 0.273 -0.146 0.415
H -5.9667 -2.1731 5.5419 -0.798 0.032 0.028 0.264
K 3.7721 0.6785 -14.6972 0.087 0.045 0.074 1.000
C -3.8163 -1.4303 0.9976 -0.391 -0.061 1.818 -1.127
H 2.5245 -6.1496 3.2792 0.477 -0.212 0.006 0.366
P 0.9291 9.4964 -0.8265 -1.934 1.491 -1.678 0.844
P -6.4773 -0.6954 3.2970 -1.316 0.856 0.751 0.871
O 2.7495 -1.2008 -8.9710 0.173 0.076 1.583 -0.626
O -6.4321 -0.2035 4.9242 -0.118 -1.619 -3.099 -0.359
O -5.0452 -0.1829 2.7381 -0.779 -0.402 1.526 -0.099
H -4.2561 0.6998 1.0965 0.359 0.143 0.448 0.394
C 3.0230 -11.7766 1.5763 0.008 -0.466 0.062 -1.217
C 5.5414 -7.5166 -1.7092 0.246 -0.531 -0.782 -0.229
H -4.0170 0.0106 5.9421 0.377 0.468 -0.616 0.288
O -0.2531 9.5456 0.2187 -0.445 0.819 2.656 -0.324
H -6.8968 2.6273 1.1234 -0.606 -0.401 -0.035 0.298
H 0.1536 6.9083 0.8795 -0.169 -0.476 0.495 0.100
H -5.7651 2.9166 2.3384 0.130 -0.043 0.275 0.275
H -1.3416 8.0780 2.3635 -0.052 -0.028 0.150 0.267
C -4.1951 -0.9793 5.5220 -0.837 1.082 2.966 -0.930
H 3.2596 -5.5467 0.8231 -0.592 0.096 0.421 0.436
O 2.5714 -7.2795 -0.0028 0.100 -1.455 -0.380 -0.340
H 3.3798 10.4943 -1.7031 -0.095 -0.303 -0.383 0.296
H 3.2677 -12.4680 0.7699 -0.529 -0.103 -0.167 0.339
O 4.0467 -1.6945 -6.8953 0.463 0.982 0.772 -0.520
H 2.6499 13.2255 -0.9298 0.451 0.515 0.542 0.292
H -7.2599 3.8033 2.3437 -0.179 -0.120 0.263 0.368
H -1.3099 9.4200 3.5418 -0.192 0.283 -0.294 0.365
H 4.0245 -11.4618 1.8696 -0.247 0.173 0.604 0.325
H 0.7885 9.3608 2.1542 0.322 -0.921 -0.850 0.345
H -6.2152 -0.9160 6.7842 0.903 0.039 0.144 0.327
H 5.2651 -6.4644 -1.7781 -0.556 -0.059 0.247 0.281
F 2.9324 -3.3330 -8.0723 -0.303 -1.176 -0.196 -0.302
S 1.6129 -0.5635 -5.9590 0.017 0.090 3.829 1.085
H 5.6259 -9.2658 -3.0703 0.385 -0.029 0.429 0.313
H -2.8232 -1.3738 1.4432 0.288 0.260 -0.588 0.307
C 2.6813 11.3282 -1.6343 1.165 -0.920 0.552 -0.154
C -7.4243 1.7981 3.1348 -0.611 0.976 0.917 0.012
H -2.1233 9.5659 1.8555 -0.859 -0.064 0.908 0.272
```
Positions in Å, forces in eV/Å.

***

# 2
C25H19F3N4PtSSb as an isolated structure in a non-equilibrium geometry. Source: the OMol25 dataset; level of theory: wB97M-V/def2-TZVPD.

Summary:
* highest occupied orbital energy: -0.41468 hartree
* charge: +1
* spin multiplicity: 1
* lowest unoccupied orbital energy: -0.1536 hartree
* Kohn-Sham gap: 7.103 eV

Structure (XYZ):
```
54
Properties=species:S:1:pos:R:3:forces:R:3:nbo_charge:R:1
Pt 0.4595 1.9783 -0.9622 0.858 -0.455 -0.444 0.505
C -2.9348 -0.5268 2.3391 -0.092 0.022 0.046 -0.303
C -0.6941 -4.9169 -2.3798 0.007 0.122 0.076 0.427
C -0.8040 -0.4030 1.2115 0.099 -0.181 -0.279 -0.417
H -1.3491 -3.0179 0.3143 -0.001 -0.040 0.010 0.228
H -1.8158 -5.2731 -0.5936 0.007 -0.017 -0.023 0.244
C -3.8780 1.8233 -1.3974 -0.331 0.383 0.047 -0.236
Sb 0.4502 -0.5708 -0.5115 0.119 -0.437 0.868 1.269
H 3.7959 5.6980 -0.5671 -0.012 -0.036 0.015 0.424
H -5.2378 3.4452 -1.0165 0.009 0.040 0.001 0.244
H 3.6316 -0.2030 -0.6272 0.053 0.029 -0.007 0.223
H -0.5733 0.7752 4.3956 -0.006 -0.025 0.005 0.244
N 1.5194 4.7054 -0.7295 0.589 1.246 0.323 -0.401
C -2.1590 -0.7227 1.2067 0.059 0.052 -0.009 -0.157
H 0.8176 0.4085 2.3684 -0.003 0.005 0.059 0.230
H -2.6278 -1.1345 0.3206 -0.017 -0.028 0.011 0.205
C 3.0709 -2.9741 2.0070 -0.006 -0.080 0.066 -0.272
C -4.2033 3.1356 -1.0668 -0.096 -0.529 -0.125 -0.123
H -3.3784 5.0645 -0.5881 -0.057 -0.014 -0.029 0.242
H 0.9862 -2.7398 1.6072 0.017 -0.023 0.049 0.223
H -2.2685 0.4451 -1.6912 0.040 -0.054 0.068 0.214
F -3.0789 0.1889 4.5647 -0.010 0.016 0.017 -0.307
H 0.9395 -2.0977 -3.2068 0.009 -0.021 -0.025 0.223
F -0.9377 -6.1401 -2.8564 -0.011 -0.036 -0.024 -0.303
C 0.3315 -2.7829 -2.6285 -0.071 0.024 -0.014 -0.204
C -1.8556 3.6011 -0.8900 -1.302 -0.882 -0.128 0.157
H -4.6483 1.1030 -1.6311 0.050 -0.044 -0.002 0.246
C -0.1867 -2.4051 -1.3938 -0.029 0.566 -0.075 -0.359
C -0.2344 0.1455 2.3583 -0.010 -0.048 -0.036 -0.197
C 4.5609 -1.5355 0.7531 0.087 -0.003 -0.006 -0.276
C -1.2207 -4.5627 -1.1509 -0.011 -0.065 -0.008 -0.270
H -0.8543 5.5482 -0.5538 -0.031 0.044 -0.066 0.236
C -0.9583 -3.2953 -0.6554 0.031 -0.002 -0.020 -0.218
H 4.6634 4.1935 -0.6335 0.043 0.013 0.021 0.418
F 5.3914 -3.0708 2.3139 0.022 -0.022 0.010 -0.306
C 2.6445 4.0367 -0.7017 -0.330 -0.871 -0.128 0.326
C 0.0792 -4.0491 -3.1295 0.025 -0.054 -0.066 -0.267
C -3.1841 4.0273 -0.8258 0.715 0.314 0.059 -0.201
C 3.4667 -0.9666 0.1187 -0.067 -0.087 0.020 -0.198
C 2.1794 -1.3857 0.4327 -0.235 0.297 -0.218 -0.371
N -1.5551 2.2941 -1.1453 -0.568 0.490 0.101 -0.465
C -0.7492 4.4859 -0.7262 1.273 0.390 0.206 0.025
H 5.5710 -1.2224 0.5269 0.000 -0.021 0.012 0.242
C -2.5521 1.4528 -1.4230 0.237 -0.188 -0.030 0.085
C 1.9866 -2.3979 1.3689 0.012 0.052 -0.036 -0.202
H 0.4769 -4.3720 -4.0819 -0.014 -0.002 0.001 0.246
C -0.9983 0.3507 3.4960 0.004 0.055 0.069 -0.274
C 4.3414 -2.5250 1.6917 -0.097 0.067 -0.071 0.426
C -2.3366 0.0033 3.4674 0.053 -0.022 -0.122 0.420
S 2.7265 2.2738 -0.8106 -0.042 0.085 0.096 -0.190
N 0.4335 3.9595 -0.7984 -1.045 -0.226 -0.231 -0.195
H -3.9863 -0.7811 2.3567 0.011 0.004 0.024 0.240
N 3.7930 4.6907 -0.5831 0.042 0.179 -0.062 -0.745
H 2.9438 -3.7618 2.7373 0.025 0.014 0.006 0.243
```
Positions in Å, forces in eV/Å.

***

# 3
An isolated ion of composition C5H13N2 and charge +2 in a non-equilibrium geometry. Source: the OMol25 dataset; level of theory: wB97M-V/def2-TZVPD.

Summary:
* energy relative to the best compared isomer or geometry (same formula, charge and spin): 7.239 eV
* highest occupied orbital energy (alpha / beta): -0.66482 / -0.66378 hartree
* charge: +2
* spin multiplicity: 2
* lowest unoccupied orbital energy (alpha / beta): -0.4630 / -0.5030 hartree
* Kohn-Sham gap (alpha / beta): 5.492 / 4.376 eV
* <S²>: 0.754

Structure (XYZ):
```
20
Properties=species:S:1:pos:R:3:forces:R:3:nbo_charge:R:1
C -0.1558 0.4549 0.2703 -1.171 -1.727 1.836 -0.600
H -2.2574 1.3455 1.2718 -0.562 0.274 -0.062 0.221
H -1.7170 1.0582 -1.1723 0.514 -1.325 1.034 0.232
H -2.5409 -0.3269 1.4381 0.233 -0.443 0.038 0.240
H -0.0842 1.5294 0.6051 0.766 -0.472 -0.525 0.378
N -1.6041 -1.1265 -0.8191 -1.229 1.349 -3.147 -0.626
H -2.1838 -1.1627 -1.7791 1.277 -0.210 2.873 0.429
H -0.6413 -1.3070 -1.0707 0.823 -1.436 -0.270 0.317
H 3.0646 -1.2505 1.0939 0.361 -0.477 0.426 0.450
H -3.5866 0.5520 0.4717 -1.560 0.338 -1.091 0.272
H 2.6646 1.1866 -0.4833 -0.619 0.546 0.158 0.356
H 2.9210 -0.3948 -0.9360 0.646 -0.839 -1.483 0.304
H -0.0930 -0.0652 1.3232 -0.059 0.451 -1.662 0.286
N 2.7370 -0.2995 0.9961 -0.853 -0.988 -3.155 -0.135
C -2.5748 0.4680 0.7010 0.851 0.635 2.625 -0.624
H 0.7029 0.3500 -1.6933 -0.167 -0.876 -0.698 0.271
C 2.2994 0.1703 -0.2975 0.853 -1.899 0.092 -0.431
H 2.5943 0.2872 1.7276 -0.068 2.030 3.567 0.415
C -1.5552 0.2605 -0.3364 -0.212 0.553 -1.809 -0.066
C 0.8574 0.0096 -0.6767 0.178 4.516 1.250 0.312
```
Positions in Å, forces in eV/Å.

***

- Which value of spin multiplicity does entry 3 give?
  2